The following is a DFT calculation (ωB97M-V/def2-TZVPD) of a molecular structure, C3H4MgO2.

Structure (XYZ):
```
10
C3H4MgO2 (ωB97M-V/def2-TZVPD)
H -1.82203 1.58495 3.90513
O -0.91415 -0.63727 -0.00816
O 0.90706 0.47592 0.14457
C -0.34765 -0.76888 -1.25974
C 0.96399 -0.08539 -1.20108
C -0.17193 0.12047 0.75628
H -0.72999 -1.55413 -1.90129
H 1.83903 -0.75118 -1.25996
H 1.09012 0.74547 -1.91069
Mg -0.81445 0.87003 2.73494
```

Output
Orbital gap (spin up / spin down) (eV): 8.50 / 8.89
Charge: +1
Electronic energy (Eh): -466.908908
Spin multiplicity: 2

The following is a DFT calculation (ωB97M-V/def2-TZVPD) of a molecular structure, C3H4MgO3 at a distorted geometry.

Structure (XYZ):
```
11
C3H4MgO3 (ωB97M-V/def2-TZVPD)
O -0.28943 -2.41058 -1.04423
C 0.63397 -2.51131 -0.32985
C 0.81531 -2.84271 1.08046
H 1.10788 -1.51014 0.53735
H 1.77633 -2.56211 1.53135
H 0.98065 -3.92353 1.20949
Mg -2.58507 -2.93429 0.07326
O -1.12796 -3.06059 1.51499
C -1.71816 -3.64242 2.51502
O -2.85158 -4.11583 1.94121
H -3.23823 -4.87164 2.40396
```

Output
Orbital gap (spin up / spin down) (eV): 6.03 / 5.97
Charge: +2
Electronic energy (Eh): -541.527216

The following is a DFT calculation (ωB97M-V/def2-TZVPD) of a molecular structure, C3H4MgO3Tl at a distorted geometry.

Structure (XYZ):
```
12
C3H4MgO3Tl (ωB97M-V/def2-TZVPD)
H -1.98154 -1.33398 -0.08264
C -1.08856 -0.70847 -0.27379
C 0.05592 -1.23805 0.54312
O 1.05273 -0.35555 0.86545
C 2.19478 -0.17747 -0.03407
O 1.96751 1.23351 -0.33228
Mg 0.22385 1.63675 0.71104
O -1.32959 0.64196 -0.00646
H -0.85215 -0.84837 -1.35347
H 0.37565 -2.28040 0.44228
H 2.74559 1.63954 -0.72006
Tl -3.36417 1.79054 0.24089
```

Output
Orbital gap (spin up / spin down) (eV): 4.85 / 3.56
Charge: 0
Electronic energy (Eh): -714.770502
Spin multiplicity: 2

Q: What is the electronic energy in the third record?
A: -714.770502 Eh